(1)
{"formula": "C38H86O41S9", "method": "ωB97M-V/def2-TZVPD", "species": ["C", "C", "O", "C", "C", "H", "H", "H", "H", "H", "H", "H", "H", "H", "H", "C", "C", "O", "C", "C", "H", "H", "H", "H", "H", "H", "H", "H", "H", "H", "C", "C", "O", "C", "C", "H", "H", "H", "H", "H", "H", "H", "H", "H", "H", "C", "C", "O", "C", "C", "H", "H", "H", "H", "H", "H", "H", "H", "H", "H", "C", "C", "O", "C", "C", "H", "H", "H", "H", "H", "H", "H", "H", "H", "H", "C", "C", "O", "S", "O", "O", "O", "H", "H", "H", "H", "C", "C", "O", "S", "O", "O", "O", "H", "H", "H", "H", "C", "C", "O", "S", "O", "O", "O", "H", "H", "H", "H", "C", "C", "O", "S", "O", "O", "O", "H", "H", "H", "H", "C", "C", "O", "S", "O", "O", "O", "H", "H", "H", "H", "C", "C", "O", "S", "O", "O", "O", "H", "H", "H", "H", "C", "C", "O", "S", "O", "O", "O", "H", "H", "H", "H", "C", "C", "O", "S", "O", "O", "O", "H", "H", "H", "H", "C", "C", "O", "S", "O", "O", "O", "H", "H", "H", "H"], "coordinates": [[5.97, -2.44, -3.09], [4.97, -2.69, -1.88], [4.19, -1.54, -1.62], [3.70, -1.57, -0.25], [2.94, -0.29, 0.18], [5.50, -2.07, -4.07], [6.79, -1.80, -2.88], [6.36, -3.42, -3.28], [4.35, -3.64, -2.13], [5.53, -2.92, -0.98], [3.06, -2.52, -0.10], [4.60, -1.75, 0.36], [2.03, -0.23, -0.38], [3.53, 0.64, 0.04], [2.68, -0.36, 1.17], [2.22, 4.12, 2.47], [3.42, 4.31, 1.61], [3.45, 3.49, 0.46], [2.40, 3.98, -0.44], [2.54, 3.30, -1.76], [2.10, 3.10, 2.65], [2.41, 4.39, 3.52], [1.37, 4.70, 2.27], [3.63, 5.37, 1.29], [4.20, 3.85, 2.27], [1.40, 3.79, 0.05], [2.48, 5.07, -0.47], [2.42, 2.22, -1.56], [3.50, 3.56, -2.12], [1.79, 3.63, -2.44], [-2.40, 0.79, 6.08], [-2.70, -0.64, 5.79], [-3.92, -0.67, 5.07], [-4.25, -1.89, 4.52], [-5.39, -1.91, 3.52], [-2.98, 1.26, 6.87], [-1.39, 0.99, 6.38], [-2.49, 1.36, 5.19], [-1.88, -1.04, 5.23], [-2.84, -1.32, 6.67], [-3.30, -2.33, 4.04], [-4.45, -2.61, 5.34], [-5.24, -1.25, 2.64], [-6.29, -1.66, 4.12], [-5.56, -2.98, 3.21], [0.61, -1.76, 6.64], [1.10, -0.68, 5.61], [1.43, 0.48, 6.29], [1.69, 1.61, 5.46], [1.55, 2.84, 6.35], [1.39, -2.36, 7.09], [-0.08, -1.22, 7.38], [-0.06, -2.46, 6.12], [1.98, -1.07, 5.01], [0.27, -0.49, 4.87], [2.75, 1.49, 4.99], [0.95, 1.56, 4.61], [1.89, 3.81, 5.90], [2.16, 2.79, 7.28], [0.55, 2.98, 6.59], [-0.98, -8.82, -0.40], [-0.28, -7.85, 0.50], [-1.12, -6.74, 0.80], [-1.98, -6.99, 1.94], [-3.10, -6.11, 1.79], [-1.22, -8.32, -1.34], [-0.38, -9.66, -0.77], [-1.78, -9.27, 0.14], [0.15, -8.22, 1.43], [0.54, -7.36, -0.07], [-2.16, -8.04, 1.85], [-1.41, -6.84, 2.95], [-3.73, -5.97, 2.67], [-3.71, -6.48, 0.99], [-2.65, -5.20, 1.37], [-1.63, 2.95, -4.99], [-0.60, 2.75, -3.88], [-1.29, 1.79, -3.06], [-2.80, 1.55, -3.50], [-3.64, 1.73, -2.38], [-2.90, 0.44, -4.34], [-2.93, 2.83, -4.45], [-1.44, 2.33, -5.92], [-1.56, 3.98, -5.39], [-0.40, 3.69, -3.30], [0.28, 2.27, -4.23], [2.92, 7.29, -4.71], [3.53, 6.50, -3.48], [2.67, 6.86, -2.45], [1.18, 6.94, -2.96], [0.43, 7.79, -2.16], [0.67, 5.67, -3.21], [1.58, 7.59, -4.32], [2.84, 6.78, -5.68], [3.36, 8.28, -4.81], [4.60, 6.82, -3.31], [3.56, 5.44, -3.62], [-1.75, 5.57, -1.28], [-2.25, 6.55, -0.27], [-3.67, 6.61, -0.59], [-4.21, 5.19, -1.08], [-4.88, 5.41, -2.28], [-4.79, 4.41, -0.05], [-2.74, 4.54, -1.32], [-0.77, 5.17, -1.05], [-1.68, 5.98, -2.28], [-1.78, 7.54, -0.22], [-2.26, 6.02, 0.69], [1.26, -3.44, 2.05], [0.24, -3.96, 3.00], [0.85, -5.05, 3.80], [2.31, -5.27, 3.33], [2.43, -6.39, 2.43], [3.10, -5.33, 4.56], [2.55, -3.89, 2.57], [1.14, -2.37, 1.98], [1.13, -3.86, 1.03], [-0.56, -4.40, 2.45], [-0.25, -3.35, 3.71], [-3.80, 2.23, 2.52], [-3.72, 3.70, 2.95], [-2.31, 4.02, 3.00], [-1.49, 2.99, 2.12], [-0.63, 2.25, 2.99], [-0.88, 3.63, 1.03], [-2.69, 2.13, 1.62], [-4.60, 2.13, 1.85], [-3.76, 1.44, 3.25], [-3.99, 3.91, 4.00], [-4.21, 4.34, 2.24], [-1.21, -1.56, -5.24], [-0.36, -2.86, -5.57], [0.34, -3.13, -4.36], [0.71, -1.78, -3.72], [1.76, -1.14, -4.43], [0.81, -1.95, -2.28], [-0.66, -1.06, -4.01], [-2.31, -1.79, -5.03], [-1.16, -0.82, -5.97], [0.38, -2.69, -6.38], [-0.97, -3.71, -5.67], [-2.20, 0.12, -0.32], [-0.70, 0.09, -0.37], [-0.24, -1.05, 0.56], [-1.59, -1.51, 1.38], [-1.21, -1.32, 2.78], [-2.04, -2.72, 0.85], [-2.53, -0.38, 1.02], [-2.70, -0.50, -1.12], [-2.60, 1.14, -0.42], [-0.24, 1.00, 0.06], [-0.26, -0.12, -1.29], [4.37, 0.41, -5.05], [3.89, 0.87, -3.72], [2.67, 1.61, -4.07], [2.96, 2.50, -5.36], [3.35, 3.84, -5.06], [1.84, 2.31, -6.26], [4.25, 1.67, -5.87], [3.68, -0.28, -5.46], [5.40, 0.05, -5.04], [4.62, 1.52, -3.22], [3.56, 0.03, -3.10], [-2.60, -3.68, -2.10], [-1.54, -4.78, -1.81], [-1.64, -5.88, -2.78], [-2.89, -5.45, -3.73], [-4.12, -5.84, -3.18], [-2.57, -5.74, -5.07], [-2.81, -3.89, -3.51], [-2.29, -2.67, -1.96], [-3.52, -3.87, -1.59], [-1.77, -5.22, -0.85], [-0.48, -4.54, -1.80]], "multiplicity": 1, "homo_lumo_gap_ev": 9.54, "charge": 0, "e_lumo_ha": 0.0056}



(2)
{"formula": "C38H88N12O16S", "method": "ωB97M-V/def2-TZVPD", "species": ["C", "C", "O", "S", "O", "O", "O", "H", "H", "H", "H", "C", "C", "O", "N", "C", "H", "H", "H", "H", "H", "H", "H", "C", "C", "O", "N", "C", "H", "H", "H", "H", "H", "H", "H", "C", "C", "O", "N", "C", "H", "H", "H", "H", "H", "H", "H", "C", "C", "O", "N", "C", "H", "H", "H", "H", "H", "H", "H", "C", "C", "O", "N", "C", "H", "H", "H", "H", "H", "H", "H", "C", "C", "O", "N", "C", "H", "H", "H", "H", "H", "H", "H", "C", "C", "O", "N", "C", "H", "H", "H", "H", "H", "H", "H", "C", "C", "O", "N", "C", "H", "H", "H", "H", "H", "H", "H", "C", "C", "O", "N", "C", "H", "H", "H", "H", "H", "H", "H", "C", "C", "O", "N", "C", "H", "H", "H", "H", "H", "H", "H", "C", "C", "O", "N", "C", "H", "H", "H", "H", "H", "H", "H", "C", "C", "O", "N", "C", "H", "H", "H", "H", "H", "H", "H"], "coordinates": [[19.40, 15.03, 15.03], [19.50, 16.40, 15.76], [19.45, 17.41, 14.80], [19.08, 16.83, 13.30], [20.22, 16.82, 12.41], [17.88, 17.44, 12.70], [18.76, 15.33, 13.86], [18.76, 14.28, 15.49], [20.42, 14.69, 14.85], [20.42, 16.49, 16.33], [18.68, 16.57, 16.46], [10.84, 15.76, 17.30], [9.63, 16.11, 16.46], [9.44, 17.22, 16.04], [8.82, 15.08, 16.20], [7.69, 15.19, 15.33], [10.83, 14.68, 17.49], [10.89, 16.35, 18.22], [11.71, 16.15, 16.78], [9.16, 14.16, 16.42], [6.81, 15.54, 15.87], [7.65, 14.18, 14.93], [7.77, 15.88, 14.48], [18.89, 12.23, 18.35], [19.50, 13.67, 18.42], [20.43, 13.89, 17.66], [18.96, 14.52, 19.29], [19.31, 15.92, 19.45], [19.14, 11.77, 17.40], [17.81, 12.32, 18.38], [19.25, 11.57, 19.14], [18.25, 14.20, 19.94], [19.92, 16.25, 20.30], [18.36, 16.43, 19.57], [19.62, 16.23, 18.45], [10.90, 10.30, 21.99], [11.84, 11.13, 21.14], [12.89, 11.46, 21.62], [11.38, 11.51, 19.99], [12.03, 12.49, 19.10], [11.26, 9.35, 22.38], [9.90, 10.12, 21.60], [10.77, 10.92, 22.88], [10.53, 11.09, 19.65], [12.08, 13.48, 19.54], [11.50, 12.40, 18.15], [13.07, 12.19, 18.97], [15.78, 12.16, 20.77], [15.48, 13.62, 21.12], [16.19, 14.51, 20.68], [14.43, 13.77, 21.95], [13.91, 14.96, 22.50], [15.54, 11.53, 21.62], [16.81, 11.92, 20.52], [15.13, 11.85, 19.95], [13.67, 13.10, 21.87], [13.80, 14.94, 23.58], [12.91, 15.19, 22.11], [14.56, 15.81, 22.32], [13.51, 16.94, 19.18], [14.68, 17.91, 19.05], [14.84, 18.74, 20.00], [15.30, 18.03, 17.89], [16.37, 18.99, 17.67], [13.50, 16.57, 20.20], [13.51, 16.05, 18.56], [12.55, 17.45, 19.21], [14.99, 17.36, 17.20], [16.85, 19.24, 18.62], [16.02, 19.83, 17.07], [17.19, 18.58, 17.07], [15.63, 10.52, 10.58], [16.50, 10.47, 11.77], [17.43, 9.71, 11.71], [16.30, 11.35, 12.81], [17.15, 11.47, 14.04], [14.64, 10.78, 10.96], [15.71, 9.56, 10.07], [15.87, 11.34, 9.90], [15.54, 12.00, 12.70], [16.62, 11.78, 14.94], [18.07, 11.98, 13.77], [17.47, 10.47, 14.33], [14.09, 19.53, 14.84], [14.14, 21.04, 14.85], [13.03, 21.58, 14.84], [15.32, 21.66, 14.73], [15.54, 23.08, 14.72], [15.10, 19.13, 14.84], [13.47, 19.18, 14.02], [13.50, 19.29, 15.73], [16.14, 21.14, 15.01], [15.79, 23.34, 13.69], [16.37, 23.42, 15.35], [14.56, 23.50, 14.92], [12.40, 17.32, 8.93], [13.76, 17.82, 9.27], [14.65, 17.65, 8.45], [13.96, 18.31, 10.44], [15.28, 18.74, 10.89], [11.53, 17.92, 9.22], [12.23, 16.43, 9.55], [12.28, 17.16, 7.86], [13.17, 18.46, 11.05], [15.48, 19.78, 10.61], [16.10, 18.10, 10.57], [15.35, 18.72, 11.98], [10.49, 19.89, 14.01], [10.83, 18.76, 12.98], [11.46, 19.03, 11.94], [10.51, 17.51, 13.34], [10.84, 16.27, 12.59], [9.44, 20.10, 14.16], [10.82, 20.82, 13.54], [11.00, 19.77, 14.96], [10.05, 17.43, 14.24], [11.64, 15.71, 13.07], [11.00, 16.46, 11.53], [9.93, 15.67, 12.56], [14.94, 15.69, 13.83], [14.71, 15.27, 15.29], [14.16, 16.02, 16.05], [15.00, 14.04, 15.65], [14.76, 13.47, 16.98], [15.42, 16.66, 13.91], [14.07, 15.65, 13.16], [15.66, 15.00, 13.37], [15.31, 13.36, 14.97], [14.92, 14.23, 17.75], [15.45, 12.64, 17.11], [13.74, 13.10, 17.01], [10.57, 13.06, 10.52], [12.04, 13.52, 10.31], [12.72, 13.78, 11.32], [12.56, 13.52, 9.09], [13.94, 13.92, 8.82], [10.01, 13.96, 10.26], [10.37, 12.71, 11.54], [10.52, 12.22, 9.82], [11.97, 13.28, 8.30], [14.32, 14.52, 9.64], [14.05, 14.42, 7.86], [14.57, 13.03, 8.89], [13.79, 8.53, 14.30], [13.61, 9.96, 14.76], [13.98, 10.26, 15.87], [13.00, 10.73, 13.86], [12.62, 12.09, 14.12], [14.69, 8.26, 13.74], [13.03, 8.17, 13.61], [13.86, 7.83, 15.14], [12.87, 10.41, 12.90], [13.41, 12.77, 13.80], [12.29, 12.26, 15.14], [11.81, 12.38, 13.45]], "multiplicity": 1, "homo_lumo_gap_ev": 8.37, "charge": 0, "e_lumo_ha": -0.0168}